(1)
Molecular formula: C3H5ClNOP
Method: DFT, the ωB97M-V functional and the def2-TZVPD basis

Element x y z (Å)
C1 2.55184 1.33299 -0.69036
C2 -1.57735 -0.85353 -0.16233
C3 -0.91310 0.28130 0.61760
N1 3.06572 2.34703 -0.61101
O1 -0.08188 0.98396 -0.20846
P1 1.70691 -0.21203 -1.00052
Cl1 2.09173 -1.30911 0.59667
H1 -1.78671 -1.67982 0.48468
H2 -2.44000 -0.45853 -0.61658
H3 -0.71901 -1.09827 -0.87977
H4 -0.18649 -0.29284 1.42976
H5 -1.71165 0.95885 1.04032

Values from the calculation:
maximum force = 0.074 hartree/bohr
DFT total energy = -1048.75901 hartree
highest occupied orbital energy (alpha / beta) = -9.653 / -9.652 eV

***

(2)
Molecular formula: C24H34Br2NO2Si2
Method: DFT, the ωB97M-V functional and the def2-TZVPD basis

Element x y z (Å)
C1 -3.38242 2.38191 3.14242
Si1 -2.21413 2.67498 1.72557
C2 -3.09688 3.50631 0.30742
C3 -0.66390 3.55701 2.26583
O1 -1.84060 1.22092 0.90118
N1 -0.91641 0.32528 1.40639
O2 -0.78140 0.59539 2.82791
Si2 -1.36872 -0.73952 3.75201
C4 -1.98604 0.00176 5.34678
C5 -2.75394 -1.44903 2.72232
C6 0.02812 -1.94154 3.99736
C7 0.33488 0.55830 0.78766
C8 0.23849 1.41299 -0.41621
C9 1.45814 -0.12678 1.15517
H1 -4.18176 3.13144 3.04612
H2 -3.85447 1.39313 3.12836
H3 -2.90066 2.54213 4.11370
H4 -3.52209 4.46531 0.63888
H5 -2.41805 3.69700 -0.53625
H6 -3.91117 2.86487 -0.06178
H7 -0.98760 4.50857 2.72492
H8 -0.09303 3.00154 3.02773
H9 0.01835 3.82143 1.44492
H10 -2.43055 -0.80121 5.95648
H11 -1.16029 0.43985 5.92596
H12 -2.75651 0.77036 5.20125
H13 -3.03920 -2.43748 3.11653
H14 -3.64557 -0.80357 2.72630
H15 -2.42575 -1.58286 1.67899
H16 -0.37622 -2.77885 4.58728
H17 0.42867 -2.35471 3.06248
H18 0.84876 -1.48427 4.56810
H19 1.19424 1.43784 -0.94962
H20 -0.51380 1.00298 -1.10400
H21 -0.03720 2.44970 -0.16836
H22 2.37830 0.14311 0.65560
H23 1.43984 -0.75312 2.03653
Br1 -2.63733 -4.77206 0.82673
C10 -1.09267 -3.93589 0.08492
C11 0.07471 -3.81052 0.85470
C12 1.11351 -3.01159 0.39131
C13 1.03523 -2.36608 -0.87868
C14 1.96397 -1.33860 -1.27347
C15 1.94934 -0.74454 -2.54339
C16 3.05499 -0.11591 -3.11938
C17 3.16797 0.22842 -4.50649
C18 4.25087 1.01544 -4.98688
C19 4.39607 1.30311 -6.33943
C20 3.46340 0.81222 -7.27276
Br2 3.66387 1.18590 -9.10617
C21 2.37754 0.04090 -6.82247
C22 2.22719 -0.24349 -5.46469
C23 -0.06090 -2.69921 -1.71618
C24 -1.12620 -3.45674 -1.23169
H24 0.13591 -4.29434 1.82373
H25 1.98970 -2.83452 1.01973
H26 2.84909 -1.15794 -0.65058
H27 1.02313 -0.73613 -3.12014
H28 3.88560 0.16233 -2.47174
H29 4.99368 1.38589 -4.27311
H30 5.22845 1.91108 -6.69336
H31 1.65599 -0.32977 -7.54397
H32 1.39799 -0.86571 -5.14073
H33 -0.09713 -2.33134 -2.73612
H34 -1.99340 -3.65208 -1.85162

Values from the calculation:
maximum force = 0.047 hartree/bohr
charge = +1
DFT total energy = -6866.89738 hartree
highest occupied orbital energy = -10.712 eV

***

(3)
Molecular formula: C2H2FIO
Method: DFT, the ωB97M-V functional and the def2-TZVPD basis

Element x y z (Å)
O1 0.46626 1.83997 0.08571
C1 0.96385 0.75638 0.06789
C2 1.55118 -0.38089 -0.07342
F1 0.81907 -1.40483 0.39894
H1 2.47946 -0.65858 -0.33421
I1 -3.18430 -0.74893 0.25929
H2 -3.09553 0.59688 -0.40419

Values from the calculation:
SMILES = O=C=CF.I
maximum force = 0.099 hartree/bohr
DFT total energy = -550.11708 hartree
highest occupied orbital energy = -9.450 eV

***

(4)
Molecular formula: C5H11O2
Method: DFT, the ωB97M-V functional and the def2-TZVPD basis

Element x y z (Å)
C1 -0.01788 -0.93588 1.32115
C2 -0.51184 -0.03741 2.42978
C3 -1.00750 -1.00905 0.05337
O1 -1.25669 -2.15026 -0.30689
O2 -1.24860 0.11467 -0.37284
H1 0.93670 -0.68883 0.83547
H2 0.13049 -1.99378 1.67980
H3 -0.96836 -0.60689 3.28647
H4 -1.10163 0.69410 2.14685
H5 0.32440 0.34663 2.89735
C4 2.30680 1.55142 -1.95393
C5 1.02422 1.88028 -1.20433
H6 2.50320 0.53321 -1.68544
H7 2.01833 1.59978 -3.10192
H8 3.28482 2.00600 -1.58392
H9 0.98810 2.94230 -1.24977
H10 0.06148 1.25219 -1.49142
H11 1.10202 1.50389 -0.17183

Values from the calculation:
maximum force = 0.104 hartree/bohr
charge = -1
DFT total energy = -347.59211 hartree
highest occupied orbital energy = -3.655 eV

***

What is the formula in the third record?
C2H2FIO

***

What is the formula in the fourth record?
C5H11O2

***

Among the records above, which one has the highest DFT total energy?
C5H11O2